(1)
The following is a DFT calculation (the ωB97M-V functional and the def2-TZVPD basis) of a 40-piece molecular cluster, H80O40 overall.

Geometry as ORCA input:
```
! RIJCOSX wB97M-V def2-TZVPD def2/J DEFGRID3
* xyz 0 1
H 3.00916 -1.07948 -1.15680
H 2.94994 -0.94055 0.30232
O 3.14307 -0.45472 -0.44606
H -5.13716 -2.60721 2.17175
H -5.61299 -2.87214 0.64360
O -5.33605 -2.15360 1.32784
H -0.20404 2.61226 -0.99947
H 1.20862 2.19790 -1.02107
O 0.64241 2.87716 -0.76988
H 5.73176 0.00286 0.53730
H 4.82199 -0.36874 -0.49216
O 5.84260 -0.26029 -0.42701
H -1.02431 -6.61018 1.18935
H 0.42685 -6.65636 1.19422
O -0.36154 -6.49538 1.80907
H 3.92693 1.84413 3.99969
O 3.98479 0.84294 4.15500
H 2.63005 -6.10186 -0.73144
O 1.79422 -6.30618 -0.44483
H 1.13487 -2.74891 -3.58243
H 1.93212 -1.55191 -3.50249
O 1.64510 -2.24013 -2.91227
H -1.91883 -1.47890 5.47012
H -0.33985 -1.82484 5.95019
O -1.30766 -1.53332 6.23327
H 4.51777 -4.41087 -1.35048
H 3.92394 -3.84712 -2.71626
O 4.29114 -4.70264 -2.17324
H -4.78679 -1.37861 -0.07333
H -6.03230 -0.43459 -0.47874
O -5.10271 -0.63499 -0.71806
H -2.41639 -1.95507 2.28552
O -3.04489 -1.40769 2.73611
H -0.12877 -3.60827 1.48989
H -0.02697 -2.42583 0.46754
O -0.62260 -2.89275 1.04392
H -4.45469 2.83523 4.35242
H -4.99231 1.63563 3.47901
O -4.31817 2.34773 3.58217
H -0.53263 2.76117 -4.73828
H 1.02398 2.40793 -4.44868
O 0.31947 2.37276 -5.14582
H -2.91682 2.69698 -4.13550
H -3.01109 1.87354 -2.82999
O -2.38791 2.02986 -3.63087
H -4.22766 -0.49630 -3.66725
H -4.66968 0.05092 -4.73930
O -3.94649 0.06562 -4.13838
H -2.20579 -3.45452 -1.67269
H -1.59072 -2.92395 -3.03287
O -1.81666 -3.59598 -2.56861
H 3.45826 3.54554 -3.67925
O 2.93187 3.07214 -4.31523
H -2.44531 5.10136 -4.04929
H -1.19922 5.05118 -3.15517
O -1.67085 4.62408 -3.86126
H -2.23169 -3.21202 0.63203
O -3.06290 -3.40342 0.18213
H 5.58545 0.63120 -3.29885
H 6.05051 0.58728 -1.78385
O 5.71544 1.19517 -2.59093
H -5.54516 -2.10259 -1.63506
H -4.31557 -3.03009 -1.11607
O -5.20516 -3.02769 -1.51119
H -1.99035 -0.02969 -3.88365
H -0.45556 -0.08695 -3.48178
O -1.21153 -0.67042 -3.69909
H -2.42575 1.90149 4.28151
H -1.84546 2.72568 5.36757
O -2.52537 2.03828 5.19658
H -0.33844 4.93098 3.59604
H 0.76630 4.14883 3.77007
O -0.00898 4.29456 4.25664
H 2.19401 -3.94843 0.31910
H 1.93681 -4.04442 1.94829
O 1.78880 -3.54001 1.13313
H 1.72033 4.87717 0.58049
H 1.59210 5.06922 2.05080
O 1.94892 5.43921 1.21226
H 1.26827 0.87806 4.84292
H 1.69943 1.77951 6.04602
O 1.52150 0.79175 5.89141
H -0.68459 3.68653 0.78281
H -1.21806 3.70686 2.09343
O -0.29883 3.65820 1.63578
H -3.98302 4.20023 -3.14510
H -4.64050 3.27733 -2.06633
O -3.91471 3.97826 -2.17484
H 2.36846 -0.74991 2.09527
O 2.92728 -1.47410 2.06083
H -1.16286 1.13349 -0.10293
H -2.43683 1.41620 0.46707
O -1.77874 1.77901 -0.16666
H 2.98567 3.85902 -5.02785
H 3.52547 0.36274 3.36474
H -2.99509 -4.32484 0.17869
H 1.06877 -6.40514 -1.12670
H -3.63036 -2.11529 3.25918
H 2.42190 -2.11722 1.47214
O 0.44141 -0.58996 4.33012
H 1.16620 -0.90751 4.61759
H 0.05650 -0.05703 4.93434
O -1.71793 5.48811 -1.05084
H -1.92026 4.74838 -1.60452
H -2.25902 6.18483 -1.07214
O 0.16170 -2.68181 -5.04709
H -0.35491 -2.77292 -4.33023
H -0.14741 -1.98803 -5.52242
O 0.62395 1.08727 1.39710
H 0.07458 1.78278 1.19549
H 0.74389 0.82285 2.22943
O 3.24490 -2.63540 4.18735
H 3.24461 -1.86736 3.53381
H 3.55610 -2.51830 4.99804
O 6.31376 2.14571 0.92760
H 5.96852 2.17855 0.04715
H 6.40242 1.22348 0.71667
O 2.54713 0.45230 -4.04361
H 2.03131 0.16776 -4.74335
H 3.14159 1.27717 -4.22236
*
```

Computed properties:
- LUMO: -0.54 eV
- HOMO energy: -10.60 eV
- Kohn-Sham gap: 10.05 eV

=====

(2)
The following is a DFT calculation (the ωB97M-V functional and the def2-TZVPD basis) of C26H23BrN3O5PPt as an isolated structure.

Geometry as ORCA input:
```
! RIJCOSX wB97M-V def2-TZVPD def2/J DEFGRID3
* xyz 0 1
Pt -0.18639 1.13756 1.62371
C 5.38003 -2.74824 -2.70475
C 4.16210 -2.64644 -3.36180
C 3.04516 -2.16802 -2.69077
C 3.12842 -1.80290 -1.34835
C 4.35470 -1.92434 -0.69504
C 5.47625 -2.38185 -1.36935
P 1.72715 -1.20220 -0.34110
C 0.27891 -1.60825 -1.37186
C -0.01285 -2.95886 -1.57550
C -1.15279 -3.33969 -2.26174
C -2.03466 -2.37685 -2.73760
C -1.76351 -1.03520 -2.52496
C -0.61167 -0.65145 -1.84912
C 1.88192 0.61299 -0.59990
C 2.74638 1.06834 -1.60220
C 2.94113 2.41436 -1.85440
C 2.24517 3.34238 -1.10313
C 1.37235 2.92026 -0.11194
C 1.17783 1.56467 0.15398
H 6.25106 -3.11905 -3.22953
H 4.08188 -2.93343 -4.40262
H 2.10019 -2.08135 -3.21288
H 4.42082 -1.67321 0.35794
H 6.42129 -2.46935 -0.84865
H 0.65432 -3.71718 -1.18090
H -1.36250 -4.39089 -2.41281
H -2.93121 -2.67467 -3.26586
H -2.44787 -0.27844 -2.88765
H -0.41356 0.40171 -1.69560
H 3.28325 0.33430 -2.18751
H 3.62386 2.72998 -2.63262
H 2.36974 4.40312 -1.28095
H 0.84728 3.66087 0.46429
N 1.38513 0.63816 2.78519
N 1.32086 -0.76803 2.99537
C 0.28722 -1.51229 2.34420
O 0.14546 -2.66547 2.65625
O -0.38798 -0.86035 1.43812
H 2.27315 0.87718 2.34568
H 1.28430 1.17227 3.64852
H 1.53269 -1.06793 3.93438
C -1.13288 3.86143 2.06369
O -0.06110 2.98745 2.31060
H -0.88293 4.81902 2.52762
H -2.07491 3.51579 2.50402
H -1.29793 4.03047 0.99193
Br -7.29888 0.10041 4.24009
C -6.22462 0.50668 2.74367
C -6.81885 0.70670 1.50371
N -6.12500 0.99444 0.40824
C -4.80463 1.09413 0.51741
C -4.13210 0.91212 1.71976
C -4.85477 0.60729 2.86519
C -2.66304 1.03326 1.79182
O -2.00514 1.36060 0.73405
O -2.02632 0.83979 2.84870
H -7.89449 0.62924 1.39811
H -4.24936 1.32434 -0.38315
H -4.34804 0.45465 3.80800
*
```

Computed properties:
- LUMO: -0.18 eV
- HOMO energy: -7.99 eV
- Kohn-Sham gap: 7.82 eV

=====

(3)
The following is a DFT calculation (the ωB97M-V functional and the def2-TZVPD basis) of a 2-piece molecular cluster, C5H14 overall.

Geometry as ORCA input:
```
! RIJCOSX wB97M-V def2-TZVPD def2/J DEFGRID3
* xyz 1 2
C 0.11678 0.76182 1.07297
C 0.89405 1.52078 -0.04578
C 0.49637 1.11907 2.53334
H -0.87803 1.12921 0.85682
H 0.07633 -0.28124 1.05368
H 0.46577 1.53472 -1.03814
H 1.27337 0.35339 2.86552
H 0.66324 2.20977 2.55640
H -0.35281 0.89533 3.26262
H 0.79234 2.67957 0.32029
H 1.96877 1.37380 -0.05934
C -0.86094 -1.13282 -2.16388
C -0.60666 -2.35718 -1.22017
H -1.37738 -1.32045 -3.12094
H -1.27936 -0.33479 -1.58721
H 0.06226 -0.51833 -2.12106
H -1.42211 -2.25776 -0.50245
H 0.37479 -2.16019 -0.77062
H -0.40677 -3.21472 -1.89205
*
```

Computed properties:
- LUMO (spin up / spin down): -3.28 / -11.43 eV
- HOMO energy (spin up / spin down): -14.41 / -14.38 eV
- ⟨S²⟩: 0.7531
- Kohn-Sham gap (spin up / spin down): 11.14 / 2.95 eV

=====

(4)
The following is a DFT calculation (the ωB97M-V functional and the def2-TZVPD basis) of a 7-piece molecular cluster, C38H92BBrClFN9O12PS overall.

Geometry as ORCA input:
```
! RIJCOSX wB97M-V def2-TZVPD def2/J DEFGRID3
* xyz 0 1
C -4.39458 1.28489 -1.68868
C -2.92781 1.36861 -1.28024
Br -2.68005 0.23659 0.28494
C -2.51958 2.82687 -1.11214
C -1.14037 3.16466 -0.55641
O -0.68583 4.48029 -1.00599
C -1.54627 5.56940 -1.08678
P -2.09814 6.09541 -2.84931
N -1.14127 4.90943 -3.64473
O -3.58169 5.37657 -2.88265
S -0.51529 6.91451 -0.38464
O 0.85092 6.65799 -0.67359
O -0.91235 7.17012 0.95659
F -0.96080 8.17231 -1.19944
B 0.05082 2.29109 -1.19707
O -0.13786 1.44697 -2.25926
O 1.31277 2.44713 -0.65402
C -1.06343 3.06656 1.01309
Cl 0.16644 4.26361 1.66018
N -2.31225 3.20461 1.66159
C -2.32561 2.96329 3.10729
C -1.84337 1.56499 3.50280
C -2.83197 0.83862 4.41203
C -2.33182 -0.54834 4.84589
N -1.80482 -0.57941 6.19586
C -2.30925 -1.32622 7.22567
C -1.54201 -1.10781 8.32911
C -0.51828 -0.20463 7.96386
C -0.72091 0.09860 6.64636
H -5.05614 1.44219 -0.84062
H -4.59746 2.05613 -2.43447
H -4.60899 0.32244 -2.14722
H -2.33753 0.89068 -2.05005
H -3.30248 3.34058 -0.55419
H -2.54660 3.21605 -2.12307
H -2.40368 5.54960 -0.41241
H -0.16161 5.00706 -3.39833
H -1.24306 5.00270 -4.64941
H -3.78472 5.06068 -3.77072
H 0.21421 1.78070 -3.09409
H 1.74448 3.19515 -1.08379
H -0.61819 2.11258 1.27457
H -2.69486 4.12929 1.50074
H -1.75349 3.71637 3.65558
H -3.36384 3.07456 3.42350
H -0.89842 1.65829 4.04358
H -1.62735 0.95533 2.62953
H -2.96956 1.44858 5.30525
H -3.77916 0.72999 3.88353
H -3.14452 -1.26689 4.79658
H -1.54667 -0.87705 4.16309
H -3.17261 -1.95283 7.09601
H -1.71169 -1.55115 9.29520
H 0.25903 0.16251 8.61031
H -0.13432 0.76398 6.03578
C -5.20603 -3.74395 2.26234
O -3.81894 -3.67396 2.00702
C -3.26693 -4.77835 1.31359
C -3.43508 -4.74313 -0.20834
C -4.84365 -5.08007 -0.69106
N -3.02093 -3.45584 -0.77011
H -5.52257 -4.77341 2.45820
H -5.79799 -3.34066 1.43618
H -5.40602 -3.14218 3.14901
H -2.19443 -4.75297 1.51883
H -3.65831 -5.71760 1.72986
H -2.75608 -5.50520 -0.60551
H -5.52720 -4.24248 -0.54801
H -4.83539 -5.31139 -1.75653
H -5.24707 -5.94644 -0.16349
H -2.04421 -3.29417 -0.53859
H -3.52332 -2.72561 -0.27124
C 2.34499 -8.31809 2.40556
O 2.42787 -7.67693 1.14784
C 1.43886 -8.04181 0.20842
C 0.09898 -7.31543 0.37025
C -0.75079 -7.81649 1.53354
N 0.25044 -5.86236 0.49787
H 1.99012 -9.34835 2.30250
H 1.69061 -7.78239 3.09766
H 3.34868 -8.33358 2.82851
H 1.85496 -7.77395 -0.76623
H 1.29350 -9.13088 0.21377
H -0.46336 -7.50161 -0.55066
H -0.39127 -7.44501 2.49317
H -1.77049 -7.45279 1.40597
H -0.78354 -8.90660 1.57938
H 0.69901 -5.48822 -0.33340
H 0.90687 -5.67931 1.25210
C 4.72889 -3.94084 7.59354
O 3.64685 -3.26796 8.20280
C 3.01468 -2.28212 7.40942
C 1.97747 -2.82241 6.41669
C 2.58900 -3.48851 5.18731
N 1.03769 -3.75199 7.04805
H 5.29165 -3.27269 6.93390
H 4.40205 -4.81270 7.02090
H 5.38882 -4.28399 8.38992
H 2.49560 -1.62813 8.11459
H 3.76944 -1.66520 6.90162
H 1.40252 -1.95726 6.07270
H 2.96365 -4.48682 5.41468
H 1.83359 -3.59635 4.40914
H 3.41161 -2.89636 4.78125
H 0.54441 -3.26830 7.79418
H 1.58967 -4.46279 7.52110
C 2.75483 2.30593 -3.77753
O 1.96397 1.93529 -4.89414
C 1.75624 2.94822 -5.86152
C 2.90223 3.13065 -6.86331
C 4.11628 3.85407 -6.28890
N 3.33856 1.86655 -7.45801
H 2.57734 3.35442 -3.50600
H 3.82018 2.15310 -3.95611
H 2.45140 1.67005 -2.94700
H 0.86521 2.63866 -6.41391
H 1.52075 3.90101 -5.36412
H 2.50148 3.75024 -7.67148
H 4.71383 3.19593 -5.65815
H 4.75999 4.19714 -7.09727
H 3.82087 4.72322 -5.69748
H 2.56534 1.43278 -7.95314
H 3.56064 1.21939 -6.70674
C 0.88474 -4.55956 -4.18251
O -0.21371 -4.09374 -3.42690
C -1.17433 -3.34397 -4.14699
C -2.21049 -4.18551 -4.89707
C -1.69509 -4.83578 -6.17692
N -2.79836 -5.20976 -4.03077
H 1.16594 -3.84174 -4.95963
H 0.68308 -5.52750 -4.64965
H 1.72494 -4.67909 -3.49831
H -1.72038 -2.76888 -3.39559
H -0.66835 -2.62942 -4.81160
H -3.01370 -3.49657 -5.17732
H -1.07579 -5.70703 -5.96201
H -2.53209 -5.17740 -6.78504
H -1.10605 -4.13376 -6.77080
H -3.22993 -4.74761 -3.23312
H -2.03583 -5.74771 -3.62819
C 4.60965 9.76622 -4.37724
O 3.59434 8.90542 -3.90227
C 3.99333 7.98142 -2.90920
C 4.03844 8.53506 -1.47956
C 5.24553 9.42567 -1.19990
N 2.81791 9.25407 -1.11336
H 5.57889 9.25844 -4.40665
H 4.69995 10.66954 -3.76904
H 4.33810 10.06241 -5.39007
H 3.24043 7.18862 -2.93624
H 4.95765 7.52978 -3.18269
H 4.11055 7.66406 -0.82084
H 5.11733 10.41998 -1.62824
H 5.37201 9.55121 -0.12541
H 6.16378 8.99335 -1.60296
H 2.03430 8.61341 -1.19071
H 2.64907 9.96112 -1.82383
*
```

Computed properties:
- LUMO: -0.03 eV
- HOMO energy: -8.17 eV
- Structure (SMILES): C[C@H](Br)C[C@](O[C@H](P(N)O)S(=O)(=O)F)(B(O)O)[C@@H](Cl)NCCCCn1cccc1.COC[C@@H](C)N.COC[C@@H](C)N.COC[C@@H](C)N.COC[C@@H](C)N.COC[C@@H](C)N.COC[C@@H](C)N
- Kohn-Sham gap: 8.14 eV

=====

Strongest force on any atom
In order: 18.0, 0.3, 5.1, 1.7
Unit: eV/Å
DFT total energy
In order: -3057.1367, -4579.6977, -198.4109, -6797.1796
Unit: Eh